This record from OMol25 describes a structure of composition C20H26CuF3N4O3 at a distorted geometry. The level of theory is ωB97M-V/def2-TZVPD.

Structure (ORCA input):
```
! wB97M-V def2-TZVPD RIJCOSX def2/J DEFGRID3
* xyz -1 2
Cu 2.20 -0.25 1.62
O 0.38 -0.52 0.39
H -0.10 -0.06 -0.33
N 1.78 -1.73 -1.71
C 1.57 -3.12 -1.86
C 1.71 -3.45 -3.19
C 2.08 -2.30 -3.94
C 2.01 -1.26 -3.00
H 1.81 -1.24 -0.83
H 1.30 -3.76 -1.03
H 1.69 -4.49 -3.50
H 2.25 -2.20 -5.00
H 2.11 -0.18 -3.03
N -1.15 -2.84 0.54
C -0.79 -3.87 1.36
C -1.93 -4.61 1.71
C -3.00 -3.90 1.16
C -2.54 -2.81 0.48
H -0.56 -2.12 0.15
H 0.23 -4.09 1.65
H -2.01 -5.54 2.25
H -4.05 -4.02 1.36
H -2.91 -1.90 0.02
N 3.44 2.41 2.04
C 4.34 1.65 1.26
C 3.76 1.45 -0.02
C 2.47 1.91 0.04
C 2.26 2.46 1.32
H 3.65 2.75 2.98
H 5.33 1.52 1.65
H 4.16 1.01 -0.93
H 1.70 1.94 -0.72
H 1.45 3.01 1.76
N -1.63 0.17 2.23
C -1.46 1.40 2.73
C -2.04 1.50 3.98
C -2.69 0.28 4.21
C -2.35 -0.58 3.14
H -1.23 -0.17 1.37
H -0.94 2.11 2.11
H -1.99 2.28 4.72
H -3.29 -0.01 5.06
H -2.75 -1.56 2.95
C -1.04 0.50 -3.16
C -1.47 1.39 -2.05
O -0.78 2.57 -2.01
C -1.18 3.45 -1.14
O -2.01 3.26 -0.23
C -0.49 4.80 -1.21
F -1.04 5.46 -2.34
F -0.67 5.52 -0.07
F 0.85 4.65 -1.37
H -1.00 -0.52 -2.80
H -0.01 0.68 -3.48
H -1.67 0.51 -4.06
H -1.20 0.79 -1.18
H -2.53 1.65 -2.04
*
```

* energy: -86054.630 eV
* molecular weight: 490.993 g/mol
* Kohn-Sham gap (alpha / beta): 4.6639 / 7.4572 eV
* E_HOMO (alpha / beta): -0.072 / -0.175 Ha